[1]
Below is a structure of composition C23H23N3NiO2PSe, with properties calculated with ωB97M-V/def2-TZVPD.

Multiplicity   3
Lowest unoccupied orbital energy (spin up / spin down)   -2.4 / -3.5 eV
<S²>   2.006
Total charge   +1
Energy relative to the best compared isomer or geometry (same formula, charge and spin)   0.00 kcal/mol
E   -148464.651 eV
Orbital gap (spin up / spin down)   0.31545 / 0.27244 hartree

Last column: Mulliken charge in e.
Geometry (Å):
Ni1 1.7732 0.1736 -0.5613  1.003
O1 0.0303 1.0297 -0.7946  -1.020
P1 -1.2231 0.7772 0.0516  1.338
C1 -2.6467 1.2910 -0.9131  0.636
C2 -2.5278 2.4044 -1.7468  -0.428
C3 -3.6123 2.8385 -2.4877  -0.728
C4 -4.8235 2.1631 -2.4060  -0.486
C5 -4.9432 1.0485 -1.5913  -0.684
C6 -3.8574 0.6090 -0.8492  -0.411
C7 -1.1441 1.7285 1.5712  0.734
C8 -0.9450 1.1428 2.8170  0.201
C9 -0.8229 1.9398 3.9463  -0.965
C10 -0.8915 3.3188 3.8369  -0.533
C11 -1.0833 3.9101 2.5930  -0.736
C12 -1.2140 3.1200 1.4670  -0.735
C13 -1.3610 -0.9647 0.4425  0.670
C14 -0.5531 -1.8546 -0.2611  -0.797
C15 -0.5740 -3.2074 0.0328  -0.664
C16 -1.4220 -3.6816 1.0210  -0.683
C17 -2.2534 -2.8061 1.7056  -0.814
C18 -2.2220 -1.4526 1.4241  -0.102
H1 -1.5782 2.9157 -1.8418  0.315
H2 -3.5121 3.6985 -3.1358  0.414
H3 -5.6697 2.5015 -2.9882  0.401
H4 -5.8812 0.5133 -1.5353  0.428
H5 -3.9606 -0.2726 -0.2294  0.289
H6 -0.8453 0.0694 2.9199  0.428
H7 -0.6616 1.4756 4.9096  0.456
H8 -0.7969 3.9381 4.7186  0.405
H9 -1.1426 4.9867 2.5075  0.434
H10 -1.3801 3.5947 0.5082  0.329
H11 0.0687 -1.4977 -1.0779  0.234
H12 0.0704 -3.8899 -0.5047  0.438
H13 -1.4339 -4.7355 1.2621  0.425
H14 -2.9137 -3.1780 2.4770  0.418
H15 -2.8553 -0.7768 1.9863  0.532
Se1 2.6568 0.3105 1.6732  -0.209
C19 1.6553 -1.0681 2.3653  0.271
N1 1.0294 -1.9292 2.8104  -0.493
C20 6.2634 -2.6242 -1.6996  -0.806
N2 4.8648 -2.2285 -1.7916  0.098
C21 3.8859 -2.8572 -2.5181  -0.282
C22 2.7394 -2.1610 -2.2996  -0.614
N3 3.0092 -1.1138 -1.4489  0.115
C23 4.2987 -1.1914 -1.1636  -0.299
H16 6.3948 -3.5504 -2.2510  0.281
H17 6.5321 -2.7892 -0.6589  0.348
H18 6.8995 -1.8565 -2.1345  0.331
H19 4.0926 -3.7278 -3.1141  0.419
H20 1.7563 -2.3383 -2.7002  0.558
H21 4.8278 -0.5420 -0.4858  0.461
O2 2.7787 1.9430 -1.1263  -0.567
H22 2.3350 2.6703 -0.6690  0.319
H23 2.7893 2.1827 -2.0617  0.325

---

[2]
Below is an isolated molecule of C16H17ClN2OS, with properties calculated with ωB97M-V/def2-TZVPD.

Lowest unoccupied orbital energy   0.7 eV
Energy relative to the best compared isomer or geometry (same formula, charge and spin)   13.22 kcal/mol
SMILES string   O=C(Cc1cccs1)N1CCN(c2cccc(Cl)c2)CC1
E   -45253.704 eV
Orbital gap   0.31736 hartree

Last column: Mulliken charge in e.
Geometry (Å):
O1 -0.2620 1.0235 -3.5698  -0.666
C1 -0.5538 1.3648 -2.4410  0.680
C2 -1.9992 1.3777 -1.9588  -0.820
C3 -2.2428 0.2615 -0.9937  0.190
C4 -3.0760 0.2398 0.0825  -0.269
C5 -3.0844 -1.0051 0.7525  -0.526
C6 -2.2529 -1.9084 0.1798  -0.517
S1 -1.4395 -1.2653 -1.1922  -0.114
N1 0.3861 1.7371 -1.5402  0.227
C7 0.1310 2.1662 -0.1793  0.143
C8 1.3570 1.8174 0.6812  -1.554
N2 1.8509 0.5073 0.3429  0.156
C9 1.3760 -0.6282 0.9617  1.135
C10 1.9540 -1.8741 0.6782  -0.348
C11 1.5201 -3.0203 1.3099  -0.742
C12 0.5126 -2.9793 2.2595  -0.650
C13 -0.0468 -1.7492 2.5523  -0.177
Cl1 -1.3102 -1.6477 3.7315  -0.218
C14 0.3585 -0.5891 1.9217  -0.377
C15 2.3717 0.4361 -1.0137  -0.798
C16 1.7836 1.5668 -1.8734  -1.183
H1 -2.2586 2.3356 -1.5038  0.312
H2 -2.6210 1.2373 -2.8482  0.313
H3 -3.6715 1.0833 0.3861  0.464
H4 -3.6819 -1.2096 1.6222  0.433
H5 -2.0556 -2.9186 0.4764  0.507
H6 -0.0595 3.2478 -0.1473  0.239
H7 -0.7425 1.6424 0.2135  0.065
H8 1.1079 1.8675 1.7400  0.475
H9 2.1641 2.5348 0.5034  0.411
H10 2.7656 -1.9429 -0.0277  0.467
H11 1.9818 -3.9656 1.0676  0.405
H12 0.1752 -3.8720 2.7599  0.461
H13 -0.1422 0.3283 2.1821  0.245
H14 2.0814 -0.5185 -1.4573  0.594
H15 3.4672 0.5071 -1.0095  0.262
H16 2.3159 2.5099 -1.7188  0.348
H17 1.8396 1.3016 -2.9301  0.427

---

[3]
Below is a cluster of 2 separate species, C6H15O4P in total in a non-equilibrium geometry, with properties calculated with ωB97M-V/def2-TZVPD.

Lowest unoccupied orbital energy   0.4 eV
SMILES string   O=P(O)(O)O.C1CCCCC1
E   -23948.141 eV
Orbital gap   0.40684 hartree

Last column: Mulliken charge in e.
Geometry (Å):
O1 0.1215 2.0043 2.1105  -0.590
P1 0.3473 3.1747 1.2490  0.904
O2 0.2030 4.6006 1.9443  -0.468
O3 -0.6203 3.3236 -0.0076  -0.471
O4 1.7846 3.2841 0.5707  -0.446
H1 -0.4927 4.5684 2.6549  0.349
H2 -0.8695 2.4268 -0.3591  0.352
H3 2.4796 2.9049 1.1735  0.347
C1 0.6919 -2.5874 -0.1035  -0.686
C2 -0.8146 -2.5943 0.1641  -0.556
C3 -1.5609 -1.7638 -0.8821  -0.812
C4 -1.0201 -0.3334 -0.9338  -0.514
C5 0.4865 -0.3265 -1.2015  -0.511
C6 1.2327 -1.1570 -0.1552  -0.494
H4 0.8851 -3.0788 -1.0765  0.316
H5 1.2207 -3.1673 0.6772  0.313
H6 -1.0025 -2.1615 1.1655  0.299
H7 -1.1964 -3.6334 0.1696  0.294
H8 -2.6451 -1.7539 -0.6589  0.314
H9 -1.4260 -2.2339 -1.8753  0.341
H10 -1.5489 0.2465 -1.7146  0.288
H11 -1.2132 0.1579 0.0391  0.311
H12 0.6744 -0.7593 -2.2029  0.333
H13 0.8682 0.7126 -1.2069  0.256
H14 2.3169 -1.1669 -0.3784  0.309
H15 1.0978 -0.6870 0.8379  0.223

---

[4]
Below is a cluster of 2 separate species, C9H16N3 in total in a non-equilibrium geometry, with properties calculated with ωB97M-V/def2-TZVPD.

Lowest unoccupied orbital energy   -3.2 eV
Total charge   +1
Energy relative to the best compared isomer or geometry (same formula, charge and spin)   67.36 kcal/mol
E   -14055.183 eV
Orbital gap   0.33523 hartree

Last column: Mulliken charge in e.
Geometry (Å):
C1 1.5255 -0.2623 2.7811  -1.020
C2 0.4168 1.8284 2.0470  -0.450
C3 0.3464 0.4021 2.2926  0.906
C4 -0.5360 2.4201 1.2631  -0.585
C5 -0.7123 -0.3233 1.8935  -0.790
C6 -1.5104 1.5856 0.6305  -0.895
C7 -1.6370 0.2457 0.9755  -0.460
H1 1.3020 2.3115 2.2427  0.410
H2 -0.5503 3.4956 1.0137  0.366
H3 1.0126 -1.1782 3.4790  0.303
H4 2.0871 0.4427 3.4939  0.375
H5 -0.7461 -1.3768 1.9920  0.491
H6 -2.2602 1.9112 -0.0625  0.469
H7 -2.4304 -0.2814 0.7214  0.673
H8 2.1671 -0.6777 1.9622  0.223
C8 -0.5080 -2.4530 -2.1956  -1.050
C9 0.4283 -0.2588 -1.9777  0.529
N1 -0.1825 -1.3464 -1.3794  0.048
N2 0.4149 0.0339 -3.2751  -0.350
N3 0.8879 0.7345 -1.1045  -0.514
H9 -0.0859 -1.4110 -0.3962  0.195
H10 -0.0042 -0.4543 -4.0485  0.266
H11 1.0674 0.7531 -3.6143  0.296
H12 1.3278 0.3378 -0.2926  0.243
H13 0.2295 1.4955 -0.8803  0.287
H14 -0.9001 -3.3545 -1.8408  0.394
H15 0.3057 -2.5659 -3.0597  0.267
H16 -1.4554 -2.0544 -2.6613  0.375

---

[5]
Below is a cluster of 2 separate species, C4H12N4O in total in a non-equilibrium geometry, with properties calculated with ωB97M-V/def2-TZVPD.

Lowest unoccupied orbital energy (spin up / spin down)   0.3 / 0.3 eV
Energy relative to the best compared isomer or geometry (same formula, charge and spin)   112.71 kcal/mol
SMILES string   CN=C(N)N.C/C=N/O
E   -12346.420 eV
Orbital gap (spin up / spin down)   0.28389 / 0.28394 hartree

Last column: Mulliken charge in e.
Geometry (Å):
C1 -0.3851 -2.6107 -0.2386  -0.972
N1 -0.1347 -1.4026 0.5173  -0.528
C2 -0.8258 -0.2987 0.2532  0.515
N2 -1.4134 -0.0244 -0.9806  -0.555
N3 -1.6859 0.1582 1.2444  -0.555
H1 -1.3536 -2.6900 -0.7487  0.335
H2 0.4219 -2.7355 -0.9680  0.274
H3 -0.3281 -3.4596 0.4562  0.317
H4 -0.8335 -0.3341 -1.7503  0.258
H5 -1.6915 0.9460 -1.0672  0.277
H6 -2.6660 0.0268 1.0287  0.266
H7 -1.4697 -0.2658 2.1398  0.298
C3 0.5871 2.4889 -0.1458  -1.159
C4 1.0784 1.1356 0.3028  0.178
N4 1.9157 0.4931 -0.5118  -0.430
O1 2.8470 -0.1924 0.2399  -0.343
H8 -0.4188 2.6435 0.2501  0.309
H9 0.5582 2.5516 -1.2355  0.329
H10 1.2428 3.2691 0.2465  0.339
H11 1.2542 1.0488 1.3837  0.481
H12 3.3009 -0.7477 -0.4161  0.367

---

[6]
Below is a cluster of 2 separate species, C10H16O in total in a non-equilibrium geometry, with properties calculated with ωB97M-V/def2-TZVPD.

Lowest unoccupied orbital energy   0.9 eV
Energy relative to the best compared isomer or geometry (same formula, charge and spin)   25.35 kcal/mol
SMILES string   Cc1ccccc1.CC(C)O
E   -12676.626 eV
Orbital gap   0.37180 hartree

Last column: Mulliken charge in e.
Geometry (Å):
C1 -0.6857 -2.5346 1.2045  -1.448
C2 -0.5925 -1.1233 1.7648  0.887
C3 -1.0326 -0.0564 0.9916  -0.289
C4 -0.8920 1.2426 1.4681  -0.694
C5 -0.3085 1.4598 2.7048  -0.644
C6 0.0777 0.3774 3.4946  -0.403
C7 -0.0198 -0.9212 3.0191  -0.533
H1 -0.7827 -2.5887 0.1235  0.295
H2 -1.5542 -3.0546 1.6223  0.317
H3 0.2137 -3.0605 1.5525  0.351
H4 -1.3778 -0.1983 -0.0218  0.665
H5 -1.3027 2.1090 0.9600  0.396
H6 -0.3425 2.4344 3.1725  0.370
H7 0.3783 0.6054 4.5085  0.360
H8 0.5033 -1.7398 3.4936  0.327
C8 0.2651 -0.0546 -3.6601  -1.426
C9 0.2921 0.5646 -2.2812  1.397
C10 1.6814 0.8911 -1.7933  -1.305
O1 -0.6253 1.6761 -2.2613  -0.586
H9 0.4172 -1.1290 -3.6350  0.338
H10 1.0358 0.4126 -4.2827  0.322
H11 -0.6462 0.1854 -4.2125  0.383
H12 -0.1439 -0.1594 -1.5883  -0.383
H13 2.2866 0.0031 -1.9615  0.354
H14 2.1678 1.7153 -2.3218  0.330
H15 1.7607 1.0407 -0.7213  0.336
H16 -0.7735 1.9030 -1.3395  0.282

---

[7]
Below is a structure of composition C38H31BiN7OP2Se2 in a non-equilibrium geometry, with properties calculated with ωB97M-V/def2-TZVPD.

Lowest unoccupied orbital energy   -3.5 eV
Total charge   +1
Energy relative to the best compared isomer or geometry (same formula, charge and spin)   12.21 kcal/mol
E   -207491.253 eV
Orbital gap   0.24611 hartree

Last column: Mulliken charge in e.
Geometry (Å):
Bi1 -2.0373 -1.5299 -1.3839  1.026
O1 -3.1528 -4.1529 -1.2141  -0.459
C1 -2.5413 -5.4409 -1.0454  -0.489
C2 -1.9236 -5.9957 -2.3199  -0.761
C3 -0.9677 -4.9988 -3.0077  -0.129
C4 -1.6601 -4.1107 -4.0162  0.354
C5 -2.0961 -4.6712 -5.2162  -0.673
C6 -2.7208 -3.8813 -6.1626  -0.469
C7 -2.8880 -2.5284 -5.9046  -0.827
C8 -2.4437 -2.0431 -4.6947  -0.185
N1 -1.8536 -2.8065 -3.7671  0.194
H1 -3.8956 -4.2362 -1.8237  0.300
H2 -3.2556 -6.1528 -0.6262  0.329
H3 -1.7618 -5.2812 -0.3062  0.219
H4 -2.7037 -6.3029 -3.0220  0.376
H5 -1.3788 -6.8966 -2.0336  0.421
H6 -0.2028 -5.5577 -3.5489  0.494
H7 -0.4556 -4.3984 -2.2538  -0.300
H8 -1.9331 -5.7249 -5.4015  0.482
H9 -3.0733 -4.3163 -7.0881  0.427
H10 -3.3543 -1.8717 -6.6250  0.434
H11 -2.5680 -0.9934 -4.4414  0.376
Se1 2.3336 3.8160 0.5842  -0.287
P1 0.5305 3.3358 1.5498  1.041
C9 -0.6650 4.6975 1.5866  0.472
C10 -0.5508 5.7278 0.6615  -0.604
C11 -1.4617 6.7733 0.6847  -0.629
C12 -2.4728 6.7874 1.6341  -0.447
C13 -2.5842 5.7581 2.5597  -0.737
C14 -1.6815 4.7091 2.5399  -0.281
C15 0.7671 2.8195 3.2644  0.071
C16 1.1691 3.7997 4.1705  -0.546
C17 1.4096 3.4541 5.4885  -0.747
C18 1.2606 2.1341 5.8982  -0.691
C19 0.8829 1.1558 4.9912  -0.484
C20 0.6361 1.4967 3.6692  -0.019
C21 -0.4388 1.9859 0.7913  0.521
C22 -0.2024 0.9187 -0.0746  -0.162
N2 -1.4220 0.3328 -0.2497  0.402
N3 -2.3409 1.0070 0.4285  -1.051
N4 -1.7723 1.9848 1.0506  -0.076
P2 1.2266 0.1722 -0.8473  0.728
Se2 0.4235 -1.3629 -2.2513  -0.281
C23 2.0698 1.3260 -1.9218  0.612
C24 3.4307 1.1691 -2.1605  -0.318
C25 4.0591 2.0278 -3.0474  -0.810
C26 3.3273 3.0101 -3.6984  -0.488
C27 1.9635 3.1445 -3.4715  -0.724
C28 1.3271 2.3020 -2.5801  -0.430
C29 2.2869 -0.5607 0.4056  0.591
C30 3.1259 0.2785 1.1390  0.123
C31 3.8522 -0.2504 2.1930  -0.847
C32 3.7553 -1.5993 2.5022  -0.515
C33 2.9419 -2.4343 1.7479  -0.789
C34 2.1987 -1.9196 0.7001  -0.521
H12 0.2595 5.7160 -0.0572  0.294
H13 -1.3775 7.5813 -0.0299  0.402
H14 -3.1737 7.6118 1.6590  0.398
H15 -3.3747 5.7795 3.2981  0.409
H16 -1.7550 3.8974 3.2515  0.437
H17 1.2914 4.8241 3.8388  0.429
H18 1.7163 4.2119 6.1972  0.414
H19 1.4411 1.8696 6.9320  0.412
H20 0.7771 0.1251 5.2997  0.678
H21 0.3395 0.7292 2.9641  0.253
H22 3.9865 0.3953 -1.6449  0.445
H23 5.1206 1.9288 -3.2299  0.438
H24 3.8248 3.6755 -4.3916  0.433
H25 1.4002 3.9170 -3.9772  0.429
H26 0.2688 2.4146 -2.3783  0.373
H27 3.1969 1.3322 0.8966  0.230
H28 4.4895 0.4021 2.7751  0.476
H29 4.3166 -2.0076 3.3319  0.426
H30 2.8855 -3.4883 1.9862  0.456
H31 1.5652 -2.5674 0.1067  0.368
N5 -1.2705 -2.5795 0.3069  -0.344
C35 -1.2300 -2.8707 1.4462  0.971
C36 -1.1258 -3.2117 2.7449  -0.130
C37 -1.5835 -4.4846 3.1833  -0.134
N6 -1.9449 -5.5304 3.4985  -0.442
C38 -0.5329 -2.2749 3.6347  0.041
N7 -0.0286 -1.5022 4.3225  -0.378

---

Question: What is the E in the seventh record?
Answer: -207491.253 eV